(1)
ORCA calculation (ωB97M-V/def2-TZVPD) on a 2-piece molecular cluster, C17H29IO6P overall at a distorted geometry.

## Properties
LUMO energy in hartree: -0.1421
Gap between HOMO and LUMO in Eh: 0.314
HOMO level in eV: -12.41
Electronic energy in Ha: -1755.02212

```
! wB97M-V def2-TZVPD RIJCOSX def2/J DEFGRID3
* xyz 1 1
C 1.858 1.523 5.022
C 2.308 0.277 4.493
C 2.404 -1.023 3.444
C 2.811 -0.515 1.932
C 2.022 -1.279 0.715
P 0.087 -1.091 0.818
C -0.644 -1.134 -0.969
C -2.272 -1.340 -0.784
O -2.907 -2.517 -0.899
C -0.268 0.566 1.697
C -1.841 1.029 1.707
O -1.943 2.117 2.735
C -3.147 1.939 3.563
O -4.397 1.835 3.101
C -0.540 -2.647 1.729
C -1.917 -2.444 2.595
C -2.413 -3.983 3.022
I -1.644 -1.373 4.504
H 1.789 2.670 5.350
H 1.393 -1.636 3.473
H 3.231 -1.747 3.884
H 3.968 -0.779 1.804
H 2.746 0.654 1.908
H 2.327 -0.768 -0.314
H 2.271 -2.446 0.684
H -0.235 -2.098 -1.514
H -0.366 -0.136 -1.557
H -2.924 -0.411 -0.481
H 0.322 1.406 1.091
H 0.120 0.632 2.800
H -2.221 1.512 0.707
H -2.602 0.204 2.038
H -3.021 1.930 4.749
H 0.270 -3.177 2.415
H -0.796 -3.448 0.882
H -2.756 -2.004 1.908
H -3.574 -4.109 2.944
H -1.923 -4.812 2.342
H -2.125 -4.175 4.161
C 2.035 1.181 -7.090
C 0.667 0.940 -6.475
O 0.701 1.143 -5.056
C 0.696 2.435 -4.649
O 0.659 3.418 -5.374
O 0.770 2.451 -3.294
C 0.873 3.760 -2.738
H 2.795 0.573 -6.589
H 2.029 0.936 -8.155
H 2.341 2.226 -6.980
H 0.376 -0.103 -6.639
H -0.103 1.566 -6.939
H 0.070 4.410 -3.096
H 1.852 4.188 -2.976
H 0.788 3.675 -1.651
*
```

***

(2)
ORCA calculation (ωB97M-V/def2-TZVPD) on an isolated ion of composition C3H7NOPS and charge +1 at a distorted geometry.

## Properties
LUMO energy in hartree: -0.1909
Gap between HOMO and LUMO in Eh: 0.343
HOMO level in eV: -14.53
Electronic energy in Ha: -987.76122

```
! wB97M-V def2-TZVPD RIJCOSX def2/J DEFGRID3
* xyz 1 1
O 2.636 -0.557 0.978
P 1.971 0.248 -0.037
C 0.167 0.081 0.307
C -0.397 -1.286 0.055
S -2.113 -0.993 0.673
C -2.040 0.514 -0.135
N -0.846 0.966 -0.282
H 2.291 1.611 0.110
H 2.260 -0.228 -1.328
H 0.107 0.270 1.383
H 0.139 -2.092 0.525
H -0.533 -1.374 -1.014
H -2.940 0.985 -0.487
H -0.701 1.856 -0.748
*
```

***

Q: Which value of HOMO level does entry 1 give?
A: -12.41 eV

***

Q: The highest electronic energy belongs to which entry?
A: C3H7NOPS